No. 1
Computed, not measured: the molecule C21H27ClN2O5, with the ωB97M-V functional and the def2-TZVPD basis.

```
! wB97M-V def2-TZVPD RIJCOSX def2/J DEFGRID3
* xyz 0 1
C -1.03 -8.42 -3.33
O 0.10 -7.57 -3.50
C -0.13 -6.28 -3.11
C -0.49 -5.33 -4.07
C -0.63 -5.72 -5.52
C -0.69 -4.01 -3.67
C -0.56 -3.62 -2.35
C -0.79 -2.18 -2.00
O -0.78 -1.32 -2.86
N -1.02 -1.90 -0.69
C -1.23 -0.56 -0.20
C 0.07 0.20 -0.02
C -0.12 1.56 0.63
O -1.00 2.31 -0.18
C -1.22 3.62 0.30
C -2.10 4.34 -0.70
N -1.44 4.43 -1.99
C -1.77 5.41 -2.89
O -1.85 6.59 -2.63
C -1.83 4.92 -4.27
C -1.89 4.56 -5.41
C -1.96 4.14 -6.81
C -1.93 5.29 -7.82
C -1.46 4.59 -9.10
O -0.86 3.36 -8.70
C -0.77 3.31 -7.28
C -0.18 -4.58 -1.41
C 0.03 -5.89 -1.79
Cl 0.52 -7.04 -0.59
H -0.74 -9.41 -3.66
H -1.34 -8.47 -2.29
H -1.87 -8.08 -3.94
H -0.56 -4.85 -6.17
H 0.17 -6.41 -5.80
H -1.58 -6.22 -5.69
H -0.96 -3.27 -4.41
H -1.14 -2.67 -0.06
H -1.90 -0.01 -0.87
H -1.77 -0.62 0.75
H 0.77 -0.38 0.58
H 0.55 0.34 -1.00
H -0.53 1.45 1.64
H 0.84 2.07 0.72
H -1.70 3.60 1.29
H -0.26 4.15 0.40
H -3.04 3.79 -0.80
H -2.34 5.33 -0.32
H -1.20 3.54 -2.39
H -2.87 3.55 -6.95
H -2.90 5.78 -7.93
H -1.21 6.05 -7.51
H -2.30 4.36 -9.76
H -0.73 5.20 -9.63
H 0.19 3.74 -6.95
H -0.80 2.28 -6.94
H -0.01 -4.32 -0.37
*
```

As for the SMILES: COc1c(C)cc(C(=O)NCCCOCCNC(=O)C#C[C@H]2CCOC2)cc1Cl. The LUMO energy is 0.020 Ha. The energy above the lowest of the compared OMol25 structures with the same formula, charge and spin is 228.07 kJ/mol. The value obtained for the frontier orbital gap is 9.80 eV. The HOMO energy is -9.3 eV.

=====

No. 2
Computed, not measured: a structure of composition C25H19IN4O2SSc, with the ωB97M-V functional and the def2-TZVPD basis.

```
! wB97M-V def2-TZVPD RIJCOSX def2/J DEFGRID3
* xyz 1 1
Sc -0.14 0.96 0.21
C 1.05 0.73 4.94
N 1.89 1.15 3.86
C 3.24 0.91 3.73
C 3.66 1.45 2.57
N 2.56 2.00 1.94
C 1.46 1.82 2.77
S -0.06 2.47 2.53
C 2.56 2.82 0.81
C 3.53 3.81 0.69
C 3.46 4.69 -0.38
C 2.43 4.54 -1.29
C 1.53 3.50 -1.12
N 1.58 2.65 -0.09
H 1.50 1.00 5.90
H 0.90 -0.35 4.89
H 0.09 1.23 4.84
H 3.78 0.36 4.48
H 4.63 1.46 2.12
H 4.30 3.92 1.45
H 4.18 5.49 -0.47
H 2.31 5.21 -2.13
H 0.72 3.34 -1.82
O 0.83 -1.62 3.08
C 0.75 -1.03 2.02
O -0.24 -0.37 1.56
C 2.00 -0.99 1.11
C 3.14 -1.70 1.46
C 4.25 -1.62 0.64
C 4.17 -0.86 -0.52
C 2.98 -0.20 -0.80
N 1.92 -0.23 0.00
H 3.12 -2.29 2.36
H 5.16 -2.15 0.89
H 5.00 -0.78 -1.20
H 2.87 0.36 -1.72
I -1.17 -1.29 -1.55
C -3.05 -0.18 -1.55
C -4.14 -0.86 -2.01
C -5.36 -0.18 -2.18
C -5.42 1.16 -1.93
C -4.31 1.86 -1.43
C -4.38 3.25 -1.20
C -3.32 3.93 -0.70
C -2.13 3.25 -0.38
C -1.95 1.89 -0.60
C -3.07 1.19 -1.17
H -4.08 -1.91 -2.26
H -6.21 -0.72 -2.56
H -6.34 1.71 -2.10
H -5.32 3.75 -1.41
H -3.38 5.00 -0.53
H -1.32 3.85 0.05
*
```

The LUMO energy is -0.117 Ha. The value obtained for the frontier orbital gap is 7.29 eV. The HOMO energy is -10.5 eV.